# 1
The following is a DFT calculation (wB97M-V/def2-TZVPD) of a molecular structure, C30H54CsN11O6S2Si.

Structure (XYZ):
```
105
Properties=species:S:1:pos:R:3:forces:R:3
Cs -1.2287 -0.5016 1.0523 0.18 -0.16 -0.22
C 1.8225 -3.0283 0.6797 0.05 0.04 -0.02
N 2.2853 -3.1962 -0.6894 0.01 -0.02 0.03
C 1.3425 -3.9473 -1.5067 0.00 -0.01 0.02
C 2.8833 -2.0851 -1.2565 0.04 0.03 -0.12
N 2.9143 -0.9759 -0.6177 -0.05 0.09 0.05
C 3.8463 0.0140 -0.9219 0.06 -0.12 0.02
C 5.2020 -0.3033 -1.0748 -0.02 -0.04 0.03
C 6.1706 0.6610 -1.2946 -0.02 0.10 -0.01
C 5.7950 1.9983 -1.3471 0.05 -0.08 0.00
C 4.4634 2.3332 -1.1712 -0.08 0.00 -0.01
C 3.4660 1.3702 -0.9631 0.08 0.17 -0.07
N 2.1586 1.7611 -0.6792 -0.08 -0.08 0.05
C 1.5670 2.6719 -1.3611 0.17 0.08 -0.02
N 1.8745 3.0442 -2.6643 -0.08 -0.05 0.00
C 2.2801 2.0542 -3.6319 0.03 0.01 0.02
C 2.0051 4.4236 -3.0457 -0.01 0.05 0.01
N 0.5427 3.4068 -0.7956 -0.04 0.01 0.04
C -0.6777 3.6173 -1.5598 0.00 0.01 0.01
C 0.2779 3.1873 0.6152 -0.04 0.03 -0.12
N 3.4020 -2.3011 -2.5307 -0.07 -0.03 0.12
C 3.3527 -1.2527 -3.5187 0.03 -0.08 -0.08
C 4.1866 -3.4667 -2.8293 0.04 -0.05 -0.03
H 1.5297 -3.9940 1.0905 0.01 -0.02 -0.04
H 0.9620 -2.3632 0.7154 -0.05 -0.03 0.12
H 2.5918 -2.5838 1.3018 -0.01 0.00 0.02
H 1.2892 -4.9771 -1.1463 0.01 0.00 0.00
H 1.6497 -3.9487 -2.5489 -0.02 0.00 0.00
H 0.3387 -3.5081 -1.4487 0.00 0.01 -0.02
H 5.4888 -1.3468 -1.0024 -0.02 0.00 0.00
H 7.2092 0.3719 -1.4044 0.00 0.00 0.00
H 6.5341 2.7761 -1.4998 0.00 0.00 0.00
H 4.1674 3.3767 -1.1723 -0.01 -0.01 0.00
H 1.8160 1.1050 -3.3619 -0.03 0.03 -0.01
H 3.3703 1.9458 -3.7052 -0.01 0.00 0.00
H 1.8877 2.3440 -4.6116 0.00 0.00 -0.01
H 1.7247 5.0669 -2.2138 0.00 -0.01 0.00
H 1.3663 4.6705 -3.9033 -0.01 -0.02 -0.01
H 3.0428 4.6505 -3.3296 0.00 0.00 0.01
H -0.4642 3.6633 -2.6235 0.02 0.00 -0.02
H -1.1485 4.5509 -1.2438 0.00 0.00 -0.01
H -1.3893 2.8002 -1.3919 0.00 0.00 0.00
H 1.2148 3.0440 1.1448 -0.01 -0.02 0.03
H -0.3520 2.3086 0.7499 0.02 0.00 0.20
H -0.2616 4.0424 1.0248 -0.01 -0.01 -0.01
H 2.4604 -0.6552 -3.3361 0.03 -0.02 0.00
H 3.2487 -1.7143 -4.5049 -0.03 -0.01 -0.02
H 4.2472 -0.6174 -3.5236 -0.02 0.02 -0.01
H 4.1722 -4.1438 -1.9777 0.00 -0.01 0.00
H 5.2324 -3.1983 -3.0401 -0.01 0.03 0.00
H 3.8002 -4.0032 -3.7056 -0.01 0.02 0.00
C -2.6345 -3.6347 4.7772 -0.01 0.02 -0.04
N -1.6670 -2.6162 5.1342 0.00 0.03 -0.01
C -1.9771 -1.8072 6.3058 -0.01 0.00 0.01
C -0.8137 -2.1722 4.1551 0.11 -0.06 -0.10
N -0.4335 -2.8491 3.1296 -0.11 -0.02 0.15
N -0.4075 -0.8516 4.3442 -0.07 0.05 0.02
C 0.7687 -0.2581 3.9237 0.04 0.13 -0.01
N 0.7738 1.1065 4.2168 -0.01 -0.01 0.01
N 1.7400 -0.8959 3.3932 -0.02 -0.08 -0.05
H -3.5555 -3.4565 5.3295 0.01 -0.01 0.02
H -2.2693 -4.6473 4.9891 -0.01 -0.01 0.02
H -2.8854 -3.5582 3.7174 0.02 -0.01 0.00
H -2.7377 -1.0508 6.0972 0.00 -0.01 -0.01
H -1.0730 -1.3282 6.6761 0.01 0.00 0.00
H -2.3534 -2.4721 7.0854 0.01 0.00 0.00
H -0.7746 -3.8024 3.2177 0.00 0.01 -0.06
H -1.1553 -0.2137 4.6205 0.00 0.01 0.02
H -0.1423 1.5238 4.3265 -0.01 0.00 -0.01
H 1.3540 1.6398 3.5886 0.01 -0.01 -0.01
H 2.4936 -0.2457 3.1841 0.01 0.00 0.01
O -2.4064 1.3039 4.9173 0.01 0.03 -0.05
S -2.6893 2.1817 3.7845 -0.05 0.06 0.28
O -2.5717 3.5929 4.1134 0.02 -0.02 0.01
O -1.9230 1.8210 2.5932 -0.09 0.05 -0.13
C -4.4378 1.9847 3.3359 0.07 0.09 -0.03
C -5.0861 3.1937 3.0813 0.00 -0.04 0.00
C -6.4096 3.2358 2.6775 0.00 0.04 0.00
C -7.1139 2.0541 2.5189 -0.01 -0.02 0.00
C -6.4823 0.8492 2.7695 0.01 -0.01 0.00
C -5.1517 0.7922 3.1799 -0.01 -0.04 -0.01
S -4.5662 -0.8839 3.5205 -0.29 -0.01 0.11
O -5.4084 -1.7348 2.6925 0.03 0.01 -0.01
O -4.7901 -1.0564 4.9474 0.06 -0.02 -0.01
O -3.1665 -0.9149 3.1249 0.07 -0.03 -0.03
H -4.5194 4.1034 3.2137 0.00 0.01 0.00
H -6.8829 4.1918 2.4856 0.00 0.00 0.00
H -8.1485 2.0646 2.1961 0.00 0.00 0.00
H -7.0022 -0.0900 2.6407 -0.01 0.01 0.00
C -0.2049 -2.2694 -4.8875 0.02 0.03 0.05
Si -1.0981 -0.8264 -4.0100 0.01 0.02 -0.21
C -1.0911 0.6421 -5.2290 -0.03 -0.06 -0.06
C -2.9131 -1.4359 -4.0603 -0.04 0.02 0.20
C -0.3362 -0.3625 -2.4847 0.06 -0.10 0.14
H -0.7143 -2.5573 -5.8131 -0.01 0.00 0.01
H -0.1699 -3.1508 -4.2384 -0.02 0.01 0.00
H 0.8249 -2.0010 -5.1308 0.06 0.01 -0.02
H -1.6544 0.4260 -6.1434 -0.01 0.01 0.00
H -0.0668 0.9012 -5.5109 0.01 0.00 0.01
H -1.5379 1.5260 -4.7623 0.00 -0.01 0.02
H -3.2943 -1.7077 -5.0508 0.07 0.03 -0.05
H -3.5706 -0.6723 -3.6327 -0.02 -0.01 -0.02
H -2.9936 -2.3160 -3.4127 -0.04 0.00 -0.02
H 0.1200 -1.0758 -1.7990 0.04 0.02 -0.06
H -0.4549 0.6330 -2.0584 0.01 0.02 -0.03
```
Forces are in eV/Å.

HOMO energy: -1.096 eV
net charge: -2

# 2
The following is a DFT calculation (wB97M-V/def2-TZVPD) of a molecular structure, C30H54FeGeN2S.

Structure (XYZ):
```
89
Properties=species:S:1:pos:R:3:forces:R:3
Fe 0.2277 0.2437 0.8649 -0.03 0.03 -0.03
C 0.9799 0.8713 2.7076 0.01 -0.14 0.10
C 2.0617 0.3039 1.9470 -0.10 0.00 0.21
C 2.1616 1.1125 0.7603 0.05 0.00 -0.24
C 1.2047 2.1772 0.8986 0.11 0.01 -0.13
C 0.5149 2.0668 2.1026 -0.06 0.10 0.01
C -0.4104 3.1142 2.6875 -0.01 -0.01 0.03
C -1.3956 3.6579 1.6488 0.03 0.04 0.01
C 0.5017 4.2667 3.1484 0.00 0.00 -0.02
C -1.1662 2.5886 3.9083 -0.02 -0.09 -0.03
C 3.1341 1.0945 -0.4279 -0.01 -0.03 0.04
C 2.7313 2.1386 -1.4834 -0.02 -0.04 0.04
C 3.1849 -0.2645 -1.1349 -0.14 0.03 -0.09
C 4.5282 1.5109 0.0657 0.06 0.01 0.03
C 3.0215 -0.6724 2.6451 0.04 -0.02 -0.06
C 3.8393 -1.5971 1.7433 0.08 -0.03 0.13
C 2.3054 -1.5806 3.6598 0.06 0.05 -0.05
C 3.9885 0.2318 3.4357 -0.02 0.04 0.03
H 0.6402 0.5014 3.6605 0.00 -0.01 -0.01
H 1.0348 2.9430 0.1612 0.01 0.01 -0.03
H -0.8811 4.0255 0.7595 -0.01 0.00 0.01
H -1.9552 4.4928 2.0742 0.01 -0.01 -0.01
H -2.1158 2.9016 1.3373 -0.02 -0.03 -0.01
H 1.0312 4.7093 2.3028 -0.01 -0.01 0.02
H 1.2433 3.9131 3.8668 0.00 0.00 -0.01
H -0.0941 5.0459 3.6270 0.00 0.00 0.00
H -1.7975 1.7285 3.6665 0.06 0.08 0.02
H -1.8122 3.3707 4.3084 0.00 0.00 0.00
H -0.4800 2.2909 4.7031 -0.02 0.00 -0.02
H 1.7190 1.9801 -1.8609 0.02 0.01 0.01
H 3.4127 2.0545 -2.3307 0.00 0.00 0.01
H 2.8080 3.1597 -1.1039 0.00 -0.04 0.00
H 2.2454 -0.4657 -1.6594 0.03 0.05 0.03
H 3.3620 -1.0869 -0.4553 -0.07 0.04 -0.16
H 3.9832 -0.2635 -1.8799 -0.01 0.03 -0.01
H 4.4827 2.4917 0.5449 0.01 -0.01 0.00
H 5.2069 1.5848 -0.7862 -0.01 0.00 0.01
H 4.9629 0.8126 0.7773 -0.03 0.00 -0.08
H 3.2004 -2.2937 1.2030 0.10 0.09 0.12
H 4.5048 -2.1865 2.3764 0.01 -0.01 0.02
H 4.4623 -1.0696 1.0249 0.02 -0.03 0.21
H 1.6827 -2.3225 3.1660 -0.03 -0.03 -0.01
H 1.6989 -1.0350 4.3809 0.01 0.02 0.01
H 3.0622 -2.1212 4.2309 0.00 0.01 -0.03
H 4.5223 0.9199 2.7810 -0.01 0.00 0.05
H 4.7245 -0.3837 3.9563 -0.02 0.00 0.00
H 3.4502 0.8224 4.1803 0.00 0.00 -0.01
S -0.5913 0.5462 -1.3721 -0.02 0.03 0.03
C -1.9854 0.5111 -0.4741 0.07 0.00 -0.04
N -3.2616 0.5603 -0.9466 0.01 0.01 -0.07
C -4.3345 0.4313 -0.1390 -0.08 0.01 -0.05
C -4.1522 0.2331 1.1940 -0.02 -0.02 0.08
C -2.8281 0.1954 1.6594 0.01 0.01 0.06
N -1.7988 0.3718 0.8652 0.02 -0.05 0.01
H -3.3849 0.6695 -1.9451 0.01 0.00 -0.01
H -5.3032 0.4828 -0.6152 0.00 0.00 0.01
H -4.9898 0.1063 1.8606 0.01 0.00 0.00
H -2.6080 0.0145 2.7044 0.00 0.00 -0.02
C -0.7600 -7.8074 0.0510 -0.01 0.00 -0.01
C 0.5739 -7.3313 0.6147 0.00 0.01 0.01
C 1.0354 -5.9930 0.0370 0.02 0.00 0.01
C 0.1267 -4.8166 0.4003 -0.02 0.00 0.02
Ge 0.7531 -3.0655 -0.2403 0.00 0.02 -0.08
C 0.1530 -2.7901 -2.0940 -0.08 0.01 0.01
C 0.3400 -4.0148 -2.9909 0.01 -0.02 -0.01
C 1.8040 -4.3624 -3.2410 -0.02 0.02 -0.03
C 1.9677 -5.6035 -4.1082 0.00 -0.01 0.00
H -1.0214 -8.7938 0.4348 0.00 0.01 0.00
H -0.7179 -7.8763 -1.0392 0.00 0.00 0.01
H -1.5754 -7.1300 0.3106 0.01 -0.01 0.00
H 1.3394 -8.0846 0.4117 0.00 0.01 0.00
H 0.5065 -7.2477 1.7043 0.00 0.00 -0.01
H 1.1069 -6.0893 -1.0511 0.00 0.00 -0.01
H 2.0515 -5.7832 0.3870 -0.02 0.00 0.00
H 0.0301 -4.7529 1.4898 0.00 0.00 -0.01
H -0.8845 -4.9694 0.0111 0.00 0.00 0.00
H 2.2919 -3.0705 -0.1710 -0.14 -0.07 -0.12
H 0.6706 -1.9296 -2.5281 -0.02 -0.01 0.01
H -0.9084 -2.5171 -2.0398 0.07 -0.02 -0.02
H -0.1490 -3.8440 -3.9556 0.01 0.00 -0.01
H -0.1670 -4.8806 -2.5504 0.00 0.00 0.00
H 2.3189 -4.5114 -2.2876 0.01 -0.01 0.02
H 2.2957 -3.5071 -3.7161 0.00 0.00 0.00
H 1.5158 -6.4754 -3.6289 0.00 0.01 -0.01
H 3.0182 -5.8317 -4.2901 -0.01 0.01 0.00
H 1.4816 -5.4721 -5.0773 0.01 0.00 0.01
C -0.0617 -1.7270 0.9523 0.02 -0.02 0.04
H 0.1625 -2.0483 1.9692 0.00 -0.04 0.05
H -1.1331 -1.9296 0.8135 0.04 0.00 -0.02
```
Forces are in eV/Å.

HOMO energy (alpha / beta): -11.027 / -11.193 eV
<S²>: 0.80
2S+1: 2
net charge: +1

The records above give, respectively, ΔE to the lowest compared entry with this formula, charge and spin values of 0.0, 0.0 kcal per mole.